# C6H9N

A molecular structure, C6H9N (ωB97M-V with the def2-TZVPD basis set, the Open Molecules 2025 dataset).

calculated total energy: -7853.3693 eV
HOMO-LUMO gap: 0.3315 Eh
relative energy (zero: lowest compared OMol25 entry of this formula, charge and spin): 4.7903 eV
2S+1: 1

```
16
C6H9N | the Open Molecules 2025 dataset | ωB97M-V with the def2-TZVPD basis set
C -1.895 -0.141 0.376
N -0.822 0.375 -0.479
C 0.279 1.266 -0.113
C 1.397 0.471 0.563
C 1.074 -0.929 0.014
C 0.153 -0.502 -1.121
C 0.290 0.945 -1.596
H -1.479 -0.536 1.318
H -2.405 -0.969 -0.124
H -2.637 0.619 0.630
H 0.013 2.275 0.200
H 1.473 0.561 1.649
H 0.518 -1.540 0.739
H 1.937 -1.500 -0.328
H -0.229 -1.220 -1.845
H 2.333 0.824 0.118
```

Charges in e, computed with Löwdin, in the same order as the atoms:
1 C -0.0167
2 N -0.1629
3 C -0.2996
4 C -0.1336
5 C -0.1413
6 C -0.2994
7 C 0.1050
8 H 0.0877
9 H 0.0917
10 H 0.0857
11 H 0.1323
12 H 0.1022
13 H 0.1005
14 H 0.1054
15 H 0.1307
16 H 0.1123